# 1
12 unconnected molecules or ions with the total composition C41H88F12N12O29S12, computed with ωB97M-V with the def2-TZVPD basis set.

The geometry in ORCA input format:
```
! RIJCOSX wB97M-V def2-TZVPD def2/J DEFGRID3
* xyz 0 1
C 0.4265 2.4540 -1.3770
C 0.5442 0.9644 -1.3976
O 1.5574 0.3910 -0.9990
N -0.7553 0.2443 -1.5949
H -1.5152 0.8679 -1.3629
H -0.7688 0.0531 -2.5866
C -0.8913 -1.1558 -0.8630
H 1.4327 2.8256 -1.5707
H 0.1044 2.8206 -0.4024
H -0.2086 2.8544 -2.1672
H -1.7768 -1.6513 -1.2611
H -1.1034 -0.8683 0.1668
H -0.0173 -1.7470 -1.1362
C 2.0880 2.5465 -4.8542
C 1.4510 3.7794 -5.2852
O 0.5079 3.7328 -6.0712
N 2.2002 5.0915 -4.9982
H 3.0888 4.9755 -4.5322
H 2.4344 5.5800 -5.8506
C 1.1153 6.0548 -4.3272
H 1.9467 2.4432 -3.7783
H 3.1554 2.3459 -4.9461
H 1.4841 1.7237 -5.2370
H 0.8662 5.6617 -3.3415
H 0.2344 6.0757 -4.9688
H 1.4925 7.0747 -4.2516
C 8.0444 -1.5457 -1.5032
C 6.4540 -1.4807 -1.2612
C 6.0680 -0.1708 -1.8581
C 4.5163 -0.0429 -1.8734
C 3.9220 -1.0748 -2.8407
C 4.2121 -2.5243 -2.3137
N 5.7236 -2.6078 -1.9823
O 6.0695 -3.9391 -1.5193
C 3.8939 -3.4356 -3.5031
C 3.3225 -2.8937 -1.1239
C 6.0870 -1.5543 0.2907
H 8.5389 -0.7719 -0.9160
H 8.3144 -1.3012 -2.5306
H 8.4023 -2.5587 -1.3195
H 6.4519 -0.0487 -2.8709
H 6.6264 0.5586 -1.2714
H 4.2061 0.9191 -2.2814
H 4.2573 -0.0999 -0.8162
H 4.3574 -0.9388 -3.8307
H 2.8671 -0.8637 -3.0155
H 2.9245 -3.6323 -3.9610
H 4.0229 -4.4518 -3.1306
H 4.5250 -3.1379 -4.3405
H 2.2989 -2.9215 -1.4973
H 3.3202 -2.0504 -0.4333
H 3.4093 -3.8845 -0.6779
H 5.0292 -1.6120 0.5475
H 6.5525 -0.7596 0.8738
H 6.5014 -2.5036 0.6300
C -4.6147 0.8499 6.9222
C -3.8221 -0.0331 5.8625
C -3.8998 -1.4991 6.3097
C -3.3117 -2.4291 5.2101
C -3.9968 -2.2750 3.8521
C -4.1571 -0.8672 3.3463
N -4.5050 0.0940 4.5134
O -4.8050 1.4546 4.1747
C -5.3898 -1.0047 2.4005
C -2.8883 -0.3941 2.6837
C -2.3774 0.4494 5.7870
H -4.8887 1.8338 6.5415
H -3.9914 1.0805 7.7862
H -5.5178 0.3456 7.2660
H -4.8645 -1.9325 6.5736
H -3.1101 -1.6163 7.0519
H -3.3595 -3.4442 5.6043
H -2.2493 -2.2453 5.0500
H -4.9859 -2.7280 3.9196
H -3.5655 -2.9855 3.1470
H -5.3820 -1.8148 1.6713
H -5.5488 -0.0710 1.8610
H -6.2904 -1.2840 2.9472
H -2.9421 0.6451 2.3592
H -2.7161 -1.0353 1.8192
H -2.0446 -0.5885 3.3459
H -1.8547 0.7185 6.7048
H -2.3527 1.3605 5.1891
H -1.6813 -0.3312 5.4801
C 3.2054 1.5609 1.1550
C 2.6699 2.2411 2.4168
C 1.1629 2.1687 2.2413
C 0.3514 2.3362 3.5184
C 0.7635 1.3829 4.6778
C 2.2083 1.4757 5.0383
N 3.0206 1.4455 3.7112
O 4.3434 1.0473 3.8177
C 2.6828 0.3632 5.9235
C 2.3803 2.8469 5.9299
C 3.2721 3.6890 2.5696
H 4.2884 1.4648 1.2317
H 2.9067 2.1607 0.2954
H 2.8394 0.5359 1.0949
H 0.9086 1.1977 1.8163
H 0.8823 2.9162 1.4993
H -0.7216 2.2566 3.3444
H 0.4351 3.3270 3.9650
H 0.5486 0.3684 4.3421
H 0.1250 1.5833 5.5382
H 3.5847 0.6101 6.4836
H 3.0059 -0.4817 5.3154
H 1.9958 -0.0541 6.6597
H 3.4384 3.1075 5.9570
H 1.8877 2.7299 6.8952
H 1.9909 3.7697 5.5000
H 4.1648 3.5688 3.1833
H 2.5442 4.3014 3.1017
H 3.5078 4.0949 1.5858
C -7.6226 -5.6279 -0.3617
C -6.5968 -4.4936 -0.6353
C -5.3774 -4.8050 -1.5037
N -4.7990 -3.5941 -2.2651
C -4.3671 -2.6227 -1.1796
C -3.6295 -4.1199 -3.1795
C -3.4666 -2.9395 -4.2049
C -4.9799 -2.4655 -4.4912
C -5.7996 -2.9775 -3.2724
H -8.3444 -5.2847 0.3794
H -7.1624 -6.5647 -0.0475
H -8.1999 -5.8566 -1.2576
H -6.1433 -4.1916 0.3088
H -7.1632 -3.6708 -1.0713
H -5.6124 -5.6008 -2.2106
H -4.4487 -5.1123 -1.0229
H -3.6005 -3.1571 -0.6185
H -5.1710 -2.2556 -0.5416
H -3.8959 -1.7754 -1.6776
H -2.7531 -4.2575 -2.5462
H -3.9955 -5.0737 -3.5595
H -2.8658 -2.1236 -3.8030
H -2.9171 -3.1823 -5.1143
H -5.1894 -1.4093 -4.6603
H -5.3950 -2.9478 -5.3762
H -6.5004 -2.2898 -2.7991
H -6.3449 -3.8663 -3.5898
N -0.0683 7.5101 -1.3789
S 0.6922 7.7020 0.0739
O 1.3908 6.6047 0.6825
O 0.1567 8.6436 0.9759
F 2.0366 8.4037 -0.4946
S -1.0902 6.6085 -0.8721
O -2.1702 7.1386 0.0027
O -0.8072 5.1793 -0.7462
F -1.8835 6.6212 -2.2668
N -2.9504 1.7555 -0.9082
S -4.3965 1.4505 -1.6915
O -5.2615 2.4997 -2.1844
O -5.1283 0.2830 -1.2669
F -3.6665 0.9682 -3.0706
S -3.4984 2.7712 0.0088
O -4.4639 2.3528 1.0174
O -3.4952 4.1927 -0.4170
F -2.1572 2.8886 0.9350
N 3.0564 -1.4617 2.8443
S 3.8657 -2.6329 3.1779
O 4.3309 -3.5326 2.1131
O 3.6956 -3.2174 4.5414
F 5.2057 -1.8121 3.3422
S 1.6352 -2.3520 2.9532
O 0.9107 -2.1536 4.1723
O 1.4643 -3.6130 2.2765
F 0.7950 -1.3334 2.0067
N 4.4283 4.6572 -3.5508
S 4.3998 4.9226 -2.1066
O 5.4959 5.6733 -1.5210
O 3.7342 4.0263 -1.2151
F 3.3461 6.0976 -2.3033
S 5.8897 3.7898 -3.4550
O 6.0885 2.7764 -2.4157
O 7.1355 4.4333 -3.9296
F 5.6405 2.8718 -4.7785
N -1.7382 -5.4234 -0.3593
S -0.2601 -5.3552 -0.4271
O 0.5022 -6.2065 0.5104
O 0.2267 -4.0585 -0.8930
F -0.2201 -6.1273 -1.8200
S -1.7310 -4.8669 1.2922
O -1.4813 -3.4802 1.5641
O -1.5215 -5.8877 2.3035
F -3.3260 -4.7396 1.2891
N -0.5940 -0.2647 -4.3411
S 0.1739 -1.2028 -5.1260
O 1.3523 -0.7843 -5.8448
O -0.5702 -2.3314 -5.6338
F 0.7790 -1.9912 -3.8316
S -1.4999 0.2777 -5.7273
O -2.7164 -0.3942 -6.1125
O -0.7489 0.6705 -6.9131
F -1.9352 1.6398 -5.0446
*
```

Output
Energy above the lowest of the compared OMol25 structures with the same formula, charge and spin (kcal per mole): 0.0
Gap between HOMO and LUMO (eV): 3.38

Mulliken atomic charge list, values in e, 6 entries:
1. C -0.285
2. C 0.304
3. O 0.578
4. N 1.622
5. H 0.383
6. H 0.122

***

# 2
A molecular structure, C42H54ClF3Ge2N5O4SSiY, computed with ωB97M-V with the def2-TZVPD basis set.

The geometry in ORCA input format:
```
! RIJCOSX wB97M-V def2-TZVPD def2/J DEFGRID3
* xyz 1 2
Y 0.4643 0.3776 -0.0106
C 1.4159 -0.6109 3.3281
C -0.0325 -0.1837 3.2711
N -0.6872 -0.6954 2.0604
C -0.9298 -2.1495 2.0922
C 0.2091 -3.0273 1.5763
S 0.9680 -2.4540 0.0294
C 2.7224 -2.2970 0.4205
C 3.0346 -1.5301 1.7021
N 2.0717 -0.4535 2.0136
H 1.9245 -0.0464 4.1092
H 1.4833 -1.6565 3.6212
H -0.5490 -0.5072 4.1808
H -0.0972 0.8958 3.2357
H -1.5957 -0.2469 2.0092
H -1.1556 -2.4688 3.1154
H -1.8208 -2.3527 1.5038
H 1.0044 -3.1502 2.3079
H -0.1924 -4.0246 1.3996
H 3.1940 -3.2796 0.4451
H 3.1227 -1.7774 -0.4543
H 3.0846 -2.2219 2.5424
H 4.0390 -1.1157 1.6003
H 2.5879 0.4204 1.9972
O -3.2560 5.3577 -0.4067
C -2.3153 5.6621 0.4718
O -2.1220 6.7840 0.8516
C -1.4839 4.5350 1.0018
C -0.6665 4.6270 2.1126
Cl -0.3502 5.9245 3.1462
N -0.0554 3.4400 2.2914
N -0.4098 2.5528 1.3249
C -1.2688 3.2223 0.5567
C -1.8587 2.4826 -0.6009
O -2.9581 2.7987 -1.0386
O -1.1421 1.5029 -1.0065
C 0.7498 3.0911 3.4273
C 0.1705 3.1450 4.6865
C 0.9462 2.8447 5.7962
C 2.2843 2.5050 5.6394
C 2.8473 2.4518 4.3714
C 2.0744 2.7399 3.2540
H -3.2602 4.3982 -0.6341
H -0.8704 3.4271 4.7949
H 0.5075 2.8904 6.7850
H 2.8921 2.2917 6.5100
H 3.8949 2.2026 4.2515
H 2.4886 2.7247 2.2599
C 4.9081 2.2699 1.1280
Si 3.6932 2.7400 -0.2402
C 4.7541 3.1409 -1.7327
C 2.7240 4.3192 0.1685
C 2.5417 1.3284 -0.5874
H 5.5405 3.1105 1.4271
H 5.5693 1.4816 0.7532
H 4.4366 1.8847 2.0365
H 5.4577 3.9539 -1.5322
H 4.1237 3.4545 -2.5720
H 5.3258 2.2659 -2.0543
H 3.1356 5.1612 -0.3957
H 2.7508 4.6146 1.2195
H 1.6712 4.2252 -0.1226
H 3.2108 0.4474 -0.6556
H 2.2837 1.5215 -1.6437
C -1.9661 1.4476 -4.1601
Ge -0.0185 1.4877 -4.0550
C 0.6185 3.1336 -3.2153
C 0.7499 1.3401 -5.8538
Ge 0.8553 -0.5778 -2.9802
C -0.0202 -2.1692 -3.7324
C 0.2874 -3.4855 -3.3673
C -0.3312 -4.5692 -3.9729
C -1.2772 -4.3667 -4.9709
C -1.5939 -3.0724 -5.3526
C -0.9728 -1.9915 -4.7371
C 2.7747 -0.7930 -3.2929
C 3.4453 -2.0091 -3.1317
C 4.8080 -2.1162 -3.3753
C 5.5278 -1.0083 -3.8037
C 4.8785 0.2059 -3.9802
C 3.5211 0.3106 -3.7144
H -2.3124 2.4598 -4.3856
H -2.4233 1.1400 -3.2233
H -2.3030 0.7985 -4.9686
H -0.1040 3.9295 -3.4124
H 1.5745 3.4311 -3.6506
H 0.7416 3.0513 -2.1385
H 0.1514 1.9595 -6.5273
H 0.7372 0.3161 -6.2293
H 1.7789 1.7019 -5.8733
H 1.0023 -3.6871 -2.5802
H -0.0702 -5.5756 -3.6685
H -1.7564 -5.2116 -5.4495
H -2.3247 -2.8971 -6.1324
H -1.2494 -0.9968 -5.0628
H 2.9072 -2.9005 -2.8331
H 5.3065 -3.0693 -3.2456
H 6.5875 -1.0941 -4.0082
H 5.4277 1.0749 -4.3218
H 3.0453 1.2790 -3.8430
F -6.7659 -2.1413 -1.0770
C -5.8125 -3.0124 -0.7240
F -6.1142 -3.4714 0.5020
F -5.8518 -4.0467 -1.5714
C -4.4575 -2.3519 -0.7157
C -4.3084 -1.0968 -0.1456
C -3.0491 -0.5308 -0.1301
N -1.9534 -1.1310 -0.6152
C -2.1243 -2.3333 -1.1681
C -3.3496 -2.9795 -1.2474
H -5.1521 -0.5534 0.2590
H -2.9274 0.4642 0.2776
H -1.2467 -2.8065 -1.5794
H -3.4204 -3.9476 -1.7234
*
```

Output
Energy above the lowest of the compared OMol25 structures with the same formula, charge and spin (kcal per mole): 0.0
Gap between HOMO and LUMO (spin up / spin down) (eV): 7.45 / 6.82

Mulliken atomic charge list, values in e, 6 entries:
1. Y -1.576
2. C -1.215
3. C -0.358
4. N 0.164
5. C -0.821
6. C -1.421